This record from the Open Molecules 2025 dataset describes a single C9H13N3O3S molecule. The level of theory is the ωB97M-V functional and the def2-TZVPD basis.

Computed properties:
HOMO level	-9.66	eV
net charge	0
F_max	6.1	eV/Å
energy above the lowest of the compared OMol25 structures with the same formula, charge and spin	30.1	kcal per mole

CARTESIAN COORDINATES (ANGSTROEM)
N 3.03 4.06 4.54
O -2.34 0.56 -0.39
O -1.19 -2.28 -3.17
C 2.44 3.07 4.49
N 0.21 0.47 0.40
O -0.17 0.41 -1.01
S 0.83 -0.26 2.90
C -1.49 0.37 -1.30
C -0.86 -1.11 -3.03
C 0.58 -0.57 1.11
N -1.80 -0.25 -2.51
C 0.57 -0.70 -3.56
C 0.58 -1.99 0.42
C -3.24 -0.62 -2.75
C 1.75 1.77 4.48
C 1.46 1.41 2.99
H 0.59 -0.30 -4.55
H 1.00 0.03 -2.85
H 1.16 -1.60 -3.63
H 1.34 -2.58 0.77
H 0.83 -1.85 -0.68
H -0.39 -2.50 0.59
H -3.61 -0.67 -3.79
H -3.55 -1.51 -2.24
H -3.82 0.23 -2.33
H 2.29 1.03 5.10
H 0.74 1.87 5.03
H 0.71 2.05 2.54
H 2.35 1.45 2.44


This record from the Open Molecules 2025 dataset describes 5 unconnected molecules or ions with the total composition C13H31Cl3N4O5. The level of theory is the ωB97M-V functional and the def2-TZVPD basis.

Computed properties:
HOMO level	-8.75	eV
net charge	0
F_max	1.2	eV/Å
energy above the lowest of the compared OMol25 structures with the same formula, charge and spin	0.0	kcal per mole

CARTESIAN COORDINATES (ANGSTROEM)
O -11.73 18.86 18.75
C -11.11 19.24 17.77
N -11.74 19.57 16.59
C -9.60 19.24 17.76
H -12.70 19.86 16.63
H -11.21 19.81 15.77
H -9.30 18.21 17.97
H -9.23 19.73 18.66
H -9.09 19.60 16.88
O -5.71 18.11 22.20
C -5.84 17.33 23.13
N -4.99 16.29 23.32
C -7.00 17.41 24.09
H -4.90 15.83 24.21
H -4.21 16.28 22.68
H -7.46 18.38 24.02
H -6.66 17.25 25.12
H -7.76 16.64 23.93
O -12.40 21.79 28.12
C -12.89 21.63 27.02
N -12.13 21.77 25.89
C -14.34 21.33 26.83
H -11.15 21.90 26.08
H -12.48 21.77 24.95
H -14.80 22.25 26.44
H -14.79 21.18 27.81
H -14.52 20.54 26.10
C -10.16 20.21 22.51
Cl -9.19 20.84 21.14
Cl -11.79 20.87 22.40
Cl -9.40 20.58 24.02
H -10.15 19.15 22.33
C -16.41 17.08 24.45
O -15.11 17.45 24.88
C -14.17 17.43 23.83
C -12.76 17.38 24.38
N -12.32 16.01 24.46
C -10.94 15.72 24.76
C -10.36 16.45 25.94
O -9.89 17.76 25.57
C -9.60 18.51 26.72
H -16.78 17.73 23.64
H -17.09 17.17 25.30
H -16.44 16.04 24.10
H -14.29 18.32 23.19
H -14.36 16.58 23.15
H -12.74 17.90 25.34
H -12.12 17.99 23.73
H -12.58 15.55 23.60
H -10.26 15.94 23.90
H -10.84 14.65 24.93
H -9.47 15.91 26.31
H -11.10 16.49 26.75
H -8.77 18.09 27.30
H -10.48 18.67 27.37
H -9.31 19.52 26.44


This record from the Open Molecules 2025 dataset describes 7 unconnected molecules or ions with the total composition C33H50BF3NO20. The level of theory is the ωB97M-V functional and the def2-TZVPD basis.

Computed properties:
HOMO level	-10.99	eV
net charge	+1
F_max	2.1	eV/Å

CARTESIAN COORDINATES (ANGSTROEM)
O 3.24 3.47 -2.14
B 2.81 2.20 -1.87
O 3.11 1.60 -0.66
C 1.99 1.44 -2.99
C 0.55 1.11 -2.61
C -0.10 -0.21 -3.10
C -1.41 -0.07 -2.37
N -1.24 0.61 -1.29
C -2.25 1.06 -0.35
C -2.43 2.58 -0.56
C -3.72 2.97 -1.21
F -4.80 2.15 -1.09
C -3.82 4.15 -1.88
F -4.56 5.17 -1.50
F -3.16 4.43 -2.99
C 0.19 0.93 -1.12
H 3.69 3.84 -1.38
H 2.73 2.08 0.09
H 1.96 2.06 -3.88
H 2.52 0.52 -3.27
H -0.06 1.97 -2.90
H -0.30 -0.15 -4.17
H 0.44 -1.12 -2.83
H -2.39 -0.41 -2.67
H -3.18 0.52 -0.53
H -1.91 0.86 0.66
H -2.27 3.14 0.35
H -1.66 2.92 -1.26
H 0.41 1.74 -0.42
H 0.68 0.03 -0.78
C -0.05 8.29 -2.22
C 0.20 7.10 -1.33
C -0.17 5.77 -1.94
O -0.50 5.00 -0.77
C -0.94 5.86 0.18
O -1.49 5.52 1.18
O -0.67 7.13 -0.17
H 0.23 9.21 -1.71
H 0.53 8.21 -3.14
H -1.11 8.37 -2.47
H 1.23 7.09 -0.97
H 0.64 5.30 -2.49
H -1.05 5.83 -2.58
C 3.42 -3.61 -1.77
C 3.43 -2.89 -0.45
C 2.85 -3.68 0.70
O 2.36 -2.64 1.56
C 2.07 -1.58 0.79
O 1.45 -0.63 1.15
O 2.56 -1.74 -0.46
H 3.85 -2.98 -2.55
H 4.01 -4.52 -1.71
H 2.40 -3.85 -2.08
H 4.44 -2.54 -0.21
H 3.59 -4.29 1.22
H 2.01 -4.30 0.40
C -3.74 8.13 1.17
C -3.77 8.76 2.53
C -4.29 7.87 3.64
O -4.84 8.82 4.55
C -5.21 9.92 3.84
O -5.88 10.80 4.26
O -4.70 9.85 2.59
H -3.36 8.84 0.43
H -3.10 7.25 1.16
H -4.74 7.85 0.85
H -2.78 9.16 2.79
H -3.52 7.28 4.12
H -5.10 7.22 3.29
C -1.92 -3.44 4.73
C -1.33 -2.43 3.79
C -2.22 -1.23 3.51
O -1.81 -0.86 2.18
C -1.35 -1.97 1.57
O -1.14 -2.05 0.40
O -1.19 -2.97 2.45
H -1.23 -4.28 4.88
H -2.11 -2.99 5.71
H -2.85 -3.85 4.34
H -0.34 -2.12 4.12
H -2.06 -0.41 4.21
H -3.28 -1.49 3.49
C 5.63 -6.24 -5.23
C 6.53 -5.60 -4.21
C 7.71 -6.46 -3.77
O 7.94 -6.00 -2.44
C 6.77 -5.54 -1.95
O 6.56 -5.27 -0.81
O 5.86 -5.42 -2.95
H 4.80 -5.57 -5.48
H 6.18 -6.47 -6.14
H 5.19 -7.16 -4.83
H 6.87 -4.62 -4.55
H 8.59 -6.32 -4.39
H 7.46 -7.52 -3.73
C -0.87 -8.76 2.52
C -2.03 -8.50 3.45
C -3.27 -7.95 2.78
O -3.88 -7.20 3.83
C -2.89 -6.80 4.67
O -3.01 -5.99 5.53
O -1.73 -7.45 4.38
H -0.01 -9.14 3.08
H -1.14 -9.48 1.76
H -0.55 -7.83 2.04
H -2.27 -9.40 4.02
H -3.95 -8.72 2.42
H -3.03 -7.27 1.96


This record from the Open Molecules 2025 dataset describes 7 unconnected molecules or ions with the total composition C23H45Br2Cl3O5. The level of theory is the ωB97M-V functional and the def2-TZVPD basis.

Computed properties:
HOMO level	-9.55	eV
net charge	0
F_max	1.1	eV/Å
energy above the lowest of the compared OMol25 structures with the same formula, charge and spin	0.0	kcal per mole

CARTESIAN COORDINATES (ANGSTROEM)
C 11.24 15.54 -19.05
Cl 11.16 16.72 -20.35
Cl 10.14 15.92 -17.74
Cl 12.88 15.39 -18.40
H 10.94 14.59 -19.48
C 10.37 10.65 -17.40
C 9.97 10.08 -18.76
C 9.24 11.30 -19.36
O 9.83 12.46 -18.77
C 10.80 12.05 -17.80
H 11.12 10.11 -16.84
H 9.47 10.71 -16.77
H 9.32 9.21 -18.67
H 10.85 9.87 -19.36
H 8.18 11.28 -19.10
H 9.31 11.31 -20.45
H 10.75 12.74 -16.97
H 11.79 12.05 -18.27
C 15.10 13.24 -16.18
C 14.43 13.13 -14.81
C 13.30 12.10 -15.04
O 13.56 11.44 -16.27
C 14.74 11.93 -16.90
H 16.16 13.46 -16.19
H 14.62 14.06 -16.74
H 14.03 14.10 -14.50
H 15.10 12.78 -14.03
H 12.31 12.54 -15.01
H 13.38 11.33 -14.26
H 14.56 12.11 -17.96
H 15.53 11.18 -16.75
C 11.98 12.35 -21.53
C 12.42 12.58 -22.98
C 13.85 11.99 -22.96
O 13.89 11.05 -21.89
C 12.63 11.03 -21.19
H 10.89 12.31 -21.46
H 12.26 13.16 -20.86
H 12.39 13.63 -23.26
H 11.83 11.96 -23.65
H 14.66 12.71 -22.84
H 14.01 11.47 -23.91
H 12.88 10.93 -20.13
H 12.05 10.17 -21.54
C 9.62 13.52 -13.51
C 9.60 14.43 -14.75
C 8.18 14.17 -15.23
O 7.96 12.78 -15.05
C 8.84 12.30 -14.02
H 9.07 13.99 -12.69
H 10.63 13.29 -13.19
H 10.31 14.11 -15.50
H 9.72 15.48 -14.46
H 8.00 14.48 -16.26
H 7.49 14.76 -14.60
H 9.50 11.54 -14.45
H 8.22 11.87 -13.24
C 12.70 18.96 -24.18
C 12.78 18.93 -25.70
C 11.37 18.45 -26.10
O 10.70 18.05 -24.92
C 11.64 17.93 -23.85
H 12.28 19.93 -23.88
H 13.63 18.86 -23.63
H 13.48 18.16 -26.05
H 13.06 19.88 -26.15
H 11.44 17.63 -26.81
H 10.78 19.24 -26.58
H 12.05 16.92 -23.76
H 11.08 18.15 -22.94
Br 14.34 20.46 -17.94
C 14.17 18.80 -18.93
C 14.18 19.07 -20.41
Br 14.46 17.39 -21.36
H 13.24 18.32 -18.63
H 15.01 18.18 -18.63
H 15.00 19.72 -20.70
H 13.21 19.42 -20.75


This record from the Open Molecules 2025 dataset describes a single C2H6N2O3 molecule. The level of theory is the ωB97M-V functional and the def2-TZVPD basis.

Computed properties:
HOMO level	-9.19	eV
net charge	0
F_max	1.1	eV/Å
energy above the lowest of the compared OMol25 structures with the same formula, charge and spin	95.6	kcal per mole

CARTESIAN COORDINATES (ANGSTROEM)
C 1.97 0.25 -0.18
N 0.85 -0.63 0.07
N -0.07 -0.06 1.02
H -0.31 -0.71 1.76
H 1.65 1.29 -0.32
H 2.63 0.17 0.68
H 2.48 -0.11 -1.07
C -1.07 0.04 -0.05
O -2.18 -0.76 0.08
O -1.47 1.33 -0.24
O -0.17 -0.45 -1.02
H -1.94 -1.68 -0.11
H -2.36 1.33 -0.61


This record from the Open Molecules 2025 dataset describes 2 unconnected molecules or ions with the total composition C39H38BF3O3. The level of theory is the ωB97M-V functional and the def2-TZVPD basis.

Computed properties:
HOMO level	-7.69	eV
net charge	0
F_max	3.2	eV/Å
energy above the lowest of the compared OMol25 structures with the same formula, charge and spin	0.0	kcal per mole

CARTESIAN COORDINATES (ANGSTROEM)
C -0.75 -5.14 -3.80
C 0.07 -4.69 -2.71
C 1.14 -5.25 -2.03
C 1.42 -4.38 -0.94
C 0.44 -3.38 -0.95
B 1.18 0.07 -0.48
C -0.21 -2.68 0.08
C 0.14 -2.96 1.42
C -0.87 -3.16 2.35
C -2.19 -3.09 1.91
C -3.25 -3.79 2.73
F -4.53 -3.51 2.32
F -3.12 -5.15 2.65
F -3.20 -3.47 4.06
C -2.55 -2.52 0.68
C -1.52 -2.16 -0.18
O 2.43 -0.51 -0.39
C 3.05 -0.06 -1.61
C 3.72 1.27 -1.26
C 4.08 -1.14 -1.92
C 1.81 0.09 -2.63
C 1.71 1.43 -3.37
C 1.59 -1.11 -3.53
O 0.66 0.13 -1.74
O -0.31 -3.52 -2.12
H -0.45 -6.15 -4.10
H -1.81 -5.16 -3.51
H -0.63 -4.48 -4.67
H 1.63 -6.19 -2.26
H 2.19 -4.50 -0.18
H 1.18 -3.11 1.67
H -0.64 -3.41 3.39
H -3.60 -2.34 0.42
H -1.73 -1.62 -1.10
H 4.37 1.64 -2.06
H 2.99 2.05 -1.00
H 4.34 1.11 -0.36
H 4.64 -0.84 -2.82
H 4.79 -1.18 -1.08
H 3.63 -2.14 -2.03
H 2.55 1.60 -4.05
H 0.78 1.43 -3.97
H 1.63 2.29 -2.68
H 2.35 -1.15 -4.30
H 1.59 -2.03 -2.93
H 0.60 -1.05 -4.01
C -2.17 6.15 -1.43
C -0.86 5.70 -1.20
C -0.65 4.47 -0.58
C -1.74 3.69 -0.12
C -1.49 2.40 0.60
C -0.40 1.67 0.23
C 0.35 0.49 0.77
C 1.41 0.90 1.77
C 1.98 -0.04 2.65
C 3.11 0.32 3.38
C 3.68 1.61 3.30
C 3.07 2.53 2.44
C 1.93 2.19 1.69
C -2.40 1.98 1.68
C -2.64 0.62 1.94
C -3.47 0.24 3.00
C -4.18 1.22 3.71
C -3.96 2.58 3.46
C -3.03 2.96 2.49
C -3.05 4.13 -0.40
C -3.25 5.36 -1.03
H -2.33 7.11 -1.91
H -0.01 6.30 -1.50
H 0.37 4.15 -0.38
H 0.09 2.12 -0.64
H -0.22 -0.37 1.13
H 1.54 -1.04 2.72
H 3.59 -0.42 4.02
H 4.57 1.89 3.88
H 3.48 3.53 2.31
H 1.44 2.92 1.03
H -2.18 -0.11 1.28
H -3.58 -0.81 3.27
H -4.90 0.90 4.46
H -4.50 3.35 4.02
H -2.74 4.01 2.36
H -3.90 3.51 -0.09
H -4.27 5.71 -1.20


This record from the Open Molecules 2025 dataset describes a molecular structure, C26H69O9Zn. The level of theory is the ωB97M-V functional and the def2-TZVPD basis.

Computed properties:
HOMO level	-11.52	eV
net charge	+1
F_max	2.4	eV/Å
energy above the lowest of the compared OMol25 structures with the same formula, charge and spin	11.2	kcal per mole

CARTESIAN COORDINATES (ANGSTROEM)
Zn -1.82 0.74 2.25
C 1.40 -0.79 -0.33
C 0.40 0.31 -0.11
O -0.55 0.03 0.91
H 1.89 -0.55 -1.28
H 1.05 -1.79 -0.61
H 2.07 -0.91 0.52
H -0.12 0.52 -1.05
H 0.88 1.24 0.21
C 0.49 -2.16 4.22
C -0.77 -2.09 3.36
C -1.74 -3.17 3.79
O -1.40 -0.81 3.64
H 0.34 -1.77 5.23
H 1.24 -1.49 3.79
H 0.90 -3.15 4.42
H -0.60 -2.16 2.29
H -2.69 -3.15 3.25
H -2.05 -3.08 4.84
H -1.35 -4.19 3.76
H -1.12 -0.55 4.53
C -4.23 2.09 -0.85
C -2.90 2.68 -0.40
C -2.87 4.19 -0.42
O -2.65 2.26 0.98
H -5.09 2.46 -0.27
H -4.27 1.01 -0.77
H -4.41 2.35 -1.90
H -2.17 2.20 -1.04
H -2.70 4.56 -1.44
H -2.08 4.63 0.18
H -3.80 4.69 -0.12
H -3.34 2.71 1.49
C -5.11 -1.94 0.88
C -4.87 -0.66 1.65
C -5.20 -0.82 3.12
O -3.47 -0.31 1.50
H -4.72 -2.83 1.37
H -4.73 -1.82 -0.13
H -6.20 -2.00 0.79
H -5.45 0.13 1.17
H -4.59 -0.19 3.79
H -4.89 -1.80 3.47
H -6.22 -0.53 3.36
H -3.08 -0.94 0.87
C 5.18 0.75 -0.61
C 5.87 -0.25 -1.56
C 5.32 -0.12 -3.00
O 7.28 -0.04 -1.62
H 5.25 0.38 0.41
H 4.14 0.97 -0.86
H 5.75 1.68 -0.65
H 5.68 -1.23 -1.11
H 4.26 -0.33 -2.91
H 5.80 -0.85 -3.64
H 5.59 0.90 -3.28
H 7.55 0.06 -0.70
C -1.11 -3.66 -1.92
C -1.93 -2.39 -2.12
C -3.23 -2.78 -2.84
O -2.36 -1.90 -0.86
H -0.80 -4.12 -2.85
H -1.69 -4.36 -1.32
H -0.25 -3.42 -1.28
H -1.36 -1.65 -2.69
H -3.99 -2.02 -3.03
H -3.67 -3.60 -2.28
H -2.96 -3.15 -3.84
H -1.69 -1.45 -0.32
C 2.08 5.83 -1.14
C 1.81 4.45 -1.72
C 0.42 3.99 -1.32
O 1.78 4.60 -3.15
H 2.98 6.33 -1.50
H 2.10 5.78 -0.04
H 1.29 6.56 -1.31
H 2.56 3.72 -1.43
H 0.29 3.97 -0.24
H 0.23 3.02 -1.80
H -0.36 4.61 -1.76
H 2.59 5.02 -3.45
C 2.44 -4.90 -2.41
C 3.44 -4.96 -3.53
C 2.74 -5.12 -4.90
O 4.18 -3.72 -3.54
H 2.79 -5.11 -1.40
H 1.59 -5.54 -2.65
H 1.89 -3.96 -2.38
H 4.21 -5.73 -3.48
H 3.48 -5.18 -5.69
H 1.91 -4.44 -5.05
H 2.26 -6.11 -4.83
H 4.65 -3.61 -4.37
C -0.44 3.65 4.54
C 0.25 3.21 3.25
C 1.74 3.49 3.23
O 0.01 1.84 2.97
H -0.08 4.63 4.83
H -0.25 2.99 5.39
H -1.51 3.79 4.38
H -0.13 3.89 2.47
H 1.96 4.57 3.19
H 2.31 3.00 2.44
H 2.20 3.24 4.20
H 0.55 1.60 2.20